No. 1
Below is 8 unconnected molecules or ions with the total composition C32H84N4O16 in a non-equilibrium geometry, with properties calculated with ωB97M-V/def2-TZVPD.

Values from the calculation:
LUMO level: 0.5 eV
energy relative to the best compared isomer or geometry (same formula, charge and spin): 179.1 kJ/mol
HOMO-LUMO gap: 8.630 eV
HOMO energy: -8.16 eV
SMILES string: COCCNCCOC.COCCNCCOC.COCCNCCOC.COCCNCCOC.OCCO.OCCO.OCCO.OCCO
multiplicity: 1
electronic energy: -2692.1472 a.u.

Positions of all 136 atoms, in Å:
C: 8.05135 18.20164 0.10332
O: 7.06134 18.97552 0.75125
C: 7.44285 19.57932 1.95905
C: 6.18413 19.89015 2.71588
N: 6.40542 20.24539 4.09636
C: 5.20958 20.44648 4.86142
C: 5.47531 20.72164 6.33259
O: 4.22424 20.80727 7.04158
C: 4.36584 21.23458 8.39416
H: 8.68474 18.91399 -0.42533
H: 7.70378 17.43954 -0.59417
H: 8.57012 17.58757 0.83945
H: 8.14695 20.38097 1.73613
H: 7.97604 18.79298 2.49336
H: 5.55427 19.00914 2.59258
H: 5.70524 20.70404 2.17150
H: 6.77604 21.18282 4.03328
H: 4.54508 19.58257 4.87587
H: 4.52691 21.21798 4.50524
H: 5.95587 21.69652 6.41492
H: 6.12419 19.96793 6.77864
H: 4.81735 20.45771 9.01118
H: 3.39904 21.49395 8.82559
H: 5.08550 22.04711 8.49398
C: 11.07982 11.27476 2.64034
O: 10.91319 10.23328 3.56754
C: 9.53686 9.86439 3.79817
C: 9.44022 8.61427 4.69301
N: 8.10576 8.27047 5.13737
C: 7.05043 7.95671 4.15483
C: 5.75255 7.68914 4.89844
O: 5.93477 6.45946 5.55971
C: 4.91986 6.24027 6.51731
H: 12.10713 11.63420 2.69990
H: 10.51654 12.15851 2.93999
H: 10.83654 10.97607 1.62068
H: 8.98147 9.77666 2.86439
H: 9.01229 10.63573 4.36204
H: 10.07261 8.86772 5.54386
H: 9.85378 7.75931 4.15813
H: 8.21131 7.60614 5.89077
H: 7.28018 7.03709 3.61667
H: 6.93904 8.78609 3.45639
H: 4.93679 7.69569 4.17552
H: 5.57047 8.47400 5.63257
H: 3.95982 6.57223 6.12205
H: 5.11287 6.90921 7.35598
H: 4.96036 5.22944 6.92311
C: 8.82139 16.39997 -3.87499
O: 8.15350 15.30459 -3.33613
C: 7.14651 14.79273 -4.19841
C: 6.47065 13.52638 -3.67591
N: 7.38211 12.35879 -3.41238
C: 7.98422 11.86550 -4.66507
C: 8.64748 10.46668 -4.36276
O: 7.65116 9.49287 -4.19319
C: 8.19287 8.19517 -3.95131
H: 8.22162 17.27919 -3.63972
H: 9.02691 16.25064 -4.93497
H: 9.78434 16.34648 -3.36708
H: 7.58082 14.66683 -5.19018
H: 6.34559 15.51426 -4.35971
H: 5.72695 13.35490 -4.45412
H: 5.93246 13.74119 -2.75270
H: 6.71386 11.63249 -3.19784
H: 8.62384 12.63352 -5.09996
H: 7.09439 11.77821 -5.28852
H: 9.17313 10.52528 -3.40969
H: 9.41516 10.31747 -5.12204
H: 8.64326 8.10763 -2.96258
H: 8.77460 7.70948 -4.73475
H: 7.38767 7.47763 -3.79353
C: 0.51226 5.36802 -0.69649
O: 1.58808 6.31634 -0.40768
C: 2.67527 6.03834 -1.21504
C: 3.84768 7.00089 -0.91931
N: 4.24856 6.87010 0.45314
C: 5.41585 7.68878 0.86365
C: 6.77858 7.42810 0.24444
O: 7.80867 8.09787 0.94199
C: 8.90918 8.50563 0.04161
H: 0.73393 4.50320 -0.07114
H: 0.56447 5.01475 -1.72633
H: -0.45543 5.80818 -0.45578
H: 2.36316 6.23923 -2.23990
H: 3.03430 5.00919 -1.22248
H: 3.50678 7.94687 -1.34004
H: 4.64240 6.68548 -1.59535
H: 3.45089 7.06526 1.04113
H: 5.52052 7.87324 1.93282
H: 5.15321 8.67250 0.47453
H: 6.85838 7.65561 -0.81856
H: 7.10877 6.38971 0.27314
H: 9.80460 8.77539 0.60156
H: 8.69436 9.49299 -0.36714
H: 9.13475 7.79359 -0.75226
O: 12.77620 14.44765 2.49177
C: 12.97032 14.76379 1.14558
C: 12.83629 16.27253 0.94584
O: 11.50945 16.76430 1.03569
H: 11.93193 14.75431 2.83053
H: 13.97617 14.46442 0.85107
H: 12.20715 14.27979 0.53614
H: 13.17102 16.55677 -0.05179
H: 13.50249 16.85569 1.58161
H: 11.52527 17.70212 1.24026
O: 11.55535 10.75338 -2.22517
C: 12.73203 11.37146 -2.63457
C: 12.92866 12.73821 -2.06816
O: 12.16242 13.72915 -2.68951
H: 10.81958 11.35596 -2.35611
H: 13.58976 10.80378 -2.27384
H: 12.83738 11.41771 -3.71849
H: 13.94863 13.08503 -2.23391
H: 12.82947 12.75277 -0.98278
H: 11.22234 13.55499 -2.60279
O: 5.50070 14.01475 -0.08281
C: 4.89332 15.30487 -0.17011
C: 4.94744 16.22333 1.10414
O: 4.01481 15.74278 2.12482
H: 6.43829 14.14883 -0.23950
H: 5.34503 15.64526 -1.10189
H: 3.86046 15.09172 -0.44553
H: 4.65059 17.24346 0.86062
H: 5.91331 16.37629 1.58560
H: 4.47742 14.92945 2.33951
O: 7.95961 14.83701 -0.77247
C: 9.12894 14.29106 -0.12285
C: 9.25501 12.85734 -0.69644
O: 9.62866 12.93608 -2.07957
H: 8.10756 14.84822 -1.72094
H: 10.02038 14.87029 -0.36355
H: 9.17252 14.24117 0.96514
H: 8.32694 12.28591 -0.71254
H: 10.05454 12.34168 -0.16451
H: 8.82906 12.81840 -2.59763

***

No. 2
Below is 10 unconnected molecules or ions with the total composition C35H60F15N5O15 in a non-equilibrium geometry, with properties calculated with ωB97M-V/def2-TZVPD.

Values from the calculation:
LUMO level: 0.2 eV
energy relative to the best compared isomer or geometry (same formula, charge and spin): 280.3 kJ/mol
HOMO-LUMO gap: 8.935 eV
HOMO energy: -8.71 eV
SMILES string: CCOC(=O)C(F)(F)F.CCOC(=O)C(F)(F)F.CCOC(=O)C(F)(F)F.CCOC(=O)C(F)(F)F.CCOC(=O)C(F)(F)F.CN(C)C=O.CN(C)C=O.CN(C)C=O.CN(C)C=O.CN(C)C=O
multiplicity: 1
electronic energy: -4270.0503 a.u.

Positions of all 130 atoms, in Å:
C: 1.37565 -5.12854 2.28871
C: 1.39855 -3.59094 2.36637
O: 2.60969 -3.14124 2.95820
C: 2.65114 -2.99507 4.27421
O: 1.72182 -3.15444 5.00550
C: 4.03966 -2.62159 4.80459
F: 4.30447 -3.37676 5.86157
F: 4.98666 -2.79473 3.89420
F: 4.07211 -1.34878 5.21316
H: 2.14620 -5.36258 1.54973
H: 0.40240 -5.50976 1.99577
H: 1.75167 -5.55666 3.21764
H: 0.53210 -3.23904 2.92607
H: 1.34228 -3.18553 1.35912
C: -7.73006 1.71174 -2.52514
C: -6.24516 2.02940 -2.74869
O: -5.46535 0.83242 -2.70773
C: -4.22433 0.88689 -2.29901
O: -3.69437 1.79931 -1.72876
C: -3.42899 -0.42186 -2.57613
F: -3.03148 -0.98550 -1.43821
F: -4.14390 -1.32595 -3.25595
F: -2.32912 -0.12864 -3.27483
H: -7.86472 1.05225 -1.67020
H: -8.05544 1.22902 -3.44689
H: -8.33784 2.59682 -2.35297
H: -5.91958 2.71694 -1.96571
H: -6.04814 2.56501 -3.67622
C: -1.87749 -4.41552 -2.46335
C: -0.47535 -4.06378 -2.05519
O: 0.47981 -4.32515 -3.09031
C: 1.70433 -3.88596 -2.96279
O: 2.06157 -3.12220 -2.09999
C: 2.67314 -4.38032 -4.05771
F: 3.52553 -5.28725 -3.58646
F: 1.93566 -5.04484 -4.98701
F: 3.28280 -3.37191 -4.64991
H: -2.62552 -4.34202 -1.67949
H: -1.88962 -5.40370 -2.92651
H: -2.23148 -3.73668 -3.24600
H: -0.11076 -4.71020 -1.24928
H: -0.39201 -3.06739 -1.61939
C: 3.32375 2.79132 2.22291
C: 4.29189 3.60684 1.35199
O: 3.55442 3.82224 0.14915
C: 4.06427 4.55942 -0.83676
O: 5.18931 4.94426 -0.91907
C: 3.07749 4.60227 -2.01438
F: 3.68193 4.94374 -3.14079
F: 2.59365 3.36121 -2.13398
F: 2.11463 5.49404 -1.75443
H: 2.85018 2.05325 1.57808
H: 2.49169 3.35891 2.64920
H: 3.80755 2.33289 3.08258
H: 5.19528 3.01428 1.21012
H: 4.56255 4.55145 1.82235
C: -6.49768 4.39862 0.81550
C: -5.00627 4.74967 0.66397
O: -4.35220 4.01539 1.70181
C: -3.08050 4.29982 1.93180
O: -2.38174 5.02567 1.29802
C: -2.43943 3.46545 3.05305
F: -3.34320 2.68629 3.64118
F: -1.46971 2.71386 2.54742
F: -1.87989 4.28244 3.94298
H: -7.09093 4.83001 0.01117
H: -6.92397 4.76607 1.74952
H: -6.58785 3.31384 0.88174
H: -4.90462 5.82384 0.81591
H: -4.62137 4.47073 -0.31503
C: 1.11784 0.60975 -2.33656
N: 0.68113 0.65745 -0.95027
C: 0.42229 1.94179 -0.31681
C: 0.81170 -0.43512 -0.17200
O: 0.64580 -0.46612 1.03625
H: 2.03081 1.17728 -2.49643
H: 0.39138 0.86302 -3.11257
H: 1.31206 -0.42577 -2.63217
H: -0.19184 2.61144 -0.91717
H: -0.15133 1.80283 0.59717
H: 1.39290 2.37488 -0.07403
H: 1.02770 -1.33055 -0.77738
C: 1.73347 -1.97240 -5.88908
N: 0.40391 -1.38257 -5.89376
C: -0.59246 -2.21200 -5.24748
C: 0.10505 -0.41318 -6.78187
O: -1.00418 -0.03494 -7.09787
H: 1.78017 -3.02017 -6.19343
H: 2.05887 -2.00968 -4.84148
H: 2.43122 -1.33640 -6.42820
H: -0.75501 -3.07204 -5.90835
H: -0.24857 -2.43980 -4.24153
H: -1.56832 -1.73036 -5.31250
H: 0.97617 0.05796 -7.25917
C: -3.56825 -1.21624 3.24037
N: -2.79883 -1.38465 2.02356
C: -2.59445 -0.14755 1.29094
C: -2.21854 -2.54763 1.65934
O: -1.67343 -2.73302 0.58973
H: -3.01648 -0.52265 3.88966
H: -3.58060 -2.09224 3.88901
H: -4.55370 -0.78424 3.07596
H: -1.97988 -0.27291 0.41144
H: -3.57538 0.31772 1.17050
H: -2.05078 0.54015 1.94352
H: -2.26096 -3.32779 2.44098
C: 0.40731 0.71920 3.93936
N: 0.79157 1.06871 5.29140
C: 0.75071 2.47437 5.63180
C: 0.95215 0.12150 6.24138
O: 1.15356 0.38824 7.41339
H: 0.91205 1.36096 3.21593
H: -0.66768 0.80688 3.76161
H: 0.66137 -0.28687 3.60480
H: 1.28994 2.68707 6.54628
H: 1.06375 3.13123 4.81629
H: -0.30529 2.76809 5.69569
H: 0.84126 -0.88785 5.81573
C: 4.17265 -1.02968 -1.21665
N: 4.72569 -0.55852 0.05217
C: 6.07730 -0.10570 -0.05720
C: 4.02826 -0.55940 1.20942
O: 4.56604 -0.12470 2.22159
H: 4.09840 -0.23235 -1.96465
H: 3.20966 -1.53386 -1.24945
H: 4.86377 -1.70898 -1.72440
H: 6.49030 0.34781 0.84382
H: 6.76128 -0.92873 -0.27155
H: 6.09930 0.74812 -0.74302
H: 3.02144 -0.98288 1.16693

***

Question: Number 2 is which compound?
Answer: C35H60F15N5O15

***

Question: Which of these has the lowest electronic energy?
Answer: C35H60F15N5O15

***

Question: Among the records above, which one has the highest HOMO-LUMO gap?
Answer: C35H60F15N5O15

***

Question: Which of these has the highest LUMO level?
Answer: C32H84N4O16